The following is a quantum chemistry calculation of C11H14BMgN7Se as an isolated structure, from the Open Molecules 2025 dataset.

Results
- E_tot (eV) = -93534.5893
- Kohn-Sham gap (eV) = 7.413
- total charge = 0
- ΔE to the lowest compared entry with this formula, charge and spin (kcal per mole) = 0.0
- E_HOMO (eV) = -8.487

Cartesian coordinates (Å):
H -1.71177 -3.74114 -1.59946
N -1.20344 -1.75140 -1.06978
B -0.52534 0.78663 -1.34489
N -0.66908 -0.70293 -1.79867
C -0.49428 -1.09504 -3.08352
Mg -2.35886 -1.96320 0.68955
H -0.18559 -0.35634 -3.81218
C -0.86972 -2.42763 -3.18942
H -0.80172 -3.06370 -4.05051
C -1.29782 -2.80763 -1.91161
H -0.96628 1.51359 -2.22925
C 2.46387 -0.15658 3.83977
H 2.10655 -0.41243 4.84698
H 2.05355 0.76450 3.41002
H 3.54829 0.02728 3.89172
N 0.97584 1.24934 -1.19821
N -1.38790 1.09281 -0.07878
N 1.74695 0.73595 -0.18868
N -2.03290 0.17781 0.76856
C 1.70987 2.14194 -1.92243
C -1.82040 2.33824 0.21954
H 1.28727 2.68876 -2.74859
H -1.53650 3.17607 -0.39964
C 3.00365 2.16964 -1.37951
C -2.66332 2.27503 1.32180
C 2.96466 1.27349 -0.29208
C -2.75656 0.91356 1.64761
H 3.84383 2.76197 -1.68298
H -3.16293 3.10608 1.78148
H 3.76502 1.01000 0.38135
H -3.33477 0.47174 2.44321
H 2.24775 -0.96291 3.17486
Se -2.14188 -4.28731 1.56919
C -0.44371 -3.65348 1.87189
N 0.64767 -3.29270 2.12261